{
  "formula": "C49H49BFIrN7O4PS2",
  "method": "wB97M-V/def2-TZVPD",
  "spin_multiplicity": 2,
  "charge": 1,
  "e_above_lowest_kj_mol": 48.4,
  "homo_energy_ev": [-9.01, -9.00],
  "s_squared": 0.760,
  "gap_ev": [5.67, 5.41],
  "elements": ["Ir", "C", "C", "C", "C", "C", "C", "C", "C", "C", "C", "C", "C", "C", "C", "C", "N", "H", "H", "H", "H", "H", "H", "H", "H", "H", "H", "C", "C", "N", "C", "C", "C", "O", "O", "C", "O", "C", "C", "C", "F", "C", "C", "C", "N", "C", "C", "N", "C", "C", "H", "H", "H", "H", "H", "H", "H", "H", "H", "H", "H", "H", "H", "H", "H", "H", "H", "H", "S", "P", "S", "C", "C", "C", "C", "C", "C", "C", "C", "C", "C", "C", "C", "H", "H", "H", "H", "H", "H", "H", "H", "H", "H", "N", "C", "N", "C", "C", "O", "C", "C", "H", "H", "H", "H", "H", "H", "H", "H", "B", "C", "N", "H", "H", "H"],
  "positions_angstrom": [[0.4285, 1.8501, 0.1447], [0.2316, 6.1197, 0.1427], [0.1195, 6.4000, 1.5063], [0.1096, 5.3624, 2.4132], [0.2078, 4.0437, 1.9562], [0.2780, 3.7604, 0.5915], [0.3074, 4.8174, -0.3159], [0.2504, 2.8809, 2.8238], [0.4413, 2.9655, 4.2312], [0.5379, 1.8354, 4.9653], [0.4009, 0.5703, 4.3351], [0.5085, -0.6399, 5.0533], [0.3544, -1.8429, 4.4238], [0.0486, -1.8673, 3.0483], [-0.0722, -0.7077, 2.3307], [0.1515, 0.5409, 2.9512], [0.1179, 1.7043, 2.2133], [0.2516, 6.9367, -0.5691], [0.0520, 7.4234, 1.8502], [0.0072, 5.5798, 3.4694], [0.3840, 4.6137, -1.3762], [0.5347, 3.9384, 4.6890], [0.7167, 1.8787, 6.0329], [0.7151, -0.5922, 6.1158], [0.4451, -2.7675, 4.9786], [-0.1018, -2.8190, 2.5510], [-0.3140, -0.7294, 1.2798], [7.1075, -2.4058, -0.2830], [6.2747, -2.2633, 0.9817], [4.9139, -1.7920, 0.6992], [4.6484, -0.4719, 0.8089], [3.4568, 0.1243, 0.5392], [3.4008, 1.6135, 0.8128], [4.4334, 2.1501, 1.1800], [2.2962, 2.2627, 0.7013], [2.3782, -0.6902, 0.0636], [1.2609, -0.2705, -0.2606], [2.6624, -2.1314, -0.0458], [1.6457, -2.9841, -0.4678], [1.8614, -4.3287, -0.5254], [0.8428, -5.1473, -0.8835], [3.1089, -4.8865, -0.2130], [4.1265, -4.0376, 0.1718], [3.9179, -2.6539, 0.2827], [3.3722, -6.2892, -0.2463], [3.5497, -6.9261, 1.0483], [4.3505, -8.2027, 0.8751], [3.6148, -9.0964, -0.0904], [3.3888, -8.4005, -1.4101], [2.6029, -7.1298, -1.1480], [8.1074, -2.7630, -0.0358], [7.2049, -1.4427, -0.7839], [6.6529, -3.1053, -0.9860], [6.7235, -1.5364, 1.6549], [6.2142, -3.2040, 1.5282], [5.4610, 0.1603, 1.1467], [0.6886, -2.5549, -0.7371], [5.0975, -4.4706, 0.3673], [2.5819, -7.1585, 1.5248], [4.0926, -6.2620, 1.7167], [4.4762, -8.7448, 1.8101], [5.3224, -7.9920, 0.4343], [2.7015, -9.3200, 0.3119], [4.1140, -9.9752, -0.2247], [2.8618, -9.0874, -2.0689], [4.3693, -8.1719, -1.8224], [1.6114, -7.3868, -0.7487], [2.4534, -6.6197, -2.0967], [-2.1331, 3.2953, -2.9042], [-3.4665, 4.0922, -1.6247], [-2.8931, 3.4852, 0.1450], [-3.5302, 5.8888, -1.7831], [-4.6224, 6.5701, -1.2458], [-4.7084, 7.9461, -1.3699], [-3.7042, 8.6473, -2.0275], [-2.6039, 7.9756, -2.5375], [-2.5142, 6.5952, -2.4160], [-5.1320, 3.5656, -2.1036], [-5.6327, 3.9636, -3.3427], [-6.8469, 3.4720, -3.7903], [-7.5659, 2.5775, -3.0055], [-7.0804, 2.1948, -1.7645], [-5.8625, 2.6882, -1.3146], [-5.4024, 6.0227, -0.7290], [-5.5590, 8.4731, -0.9576], [-3.7847, 9.7203, -2.1450], [-1.8152, 8.5239, -3.0361], [-1.6611, 6.0639, -2.8191], [-5.0686, 4.6551, -3.9587], [-7.2339, 3.7835, -4.7516], [-8.5080, 2.1828, -3.3636], [-7.6530, 1.5158, -1.1449], [-5.4708, 2.4148, -0.3430], [-1.2614, 0.8536, -0.4712], [-2.1877, 0.1748, -0.5181], [-3.2431, -0.5993, -0.6127], [-4.4102, -0.3533, 0.2424], [-4.3948, -1.3465, 1.3913], [-4.3195, -2.6837, 0.9127], [-3.1442, -2.8986, 0.1537], [-3.1116, -1.9881, -1.0605], [-5.3026, -0.4935, -0.3703], [-4.3841, 0.6730, 0.6053], [-5.3123, -1.2708, 1.9721], [-3.5387, -1.1431, 2.0488], [-3.1461, -3.9447, -0.1514], [-2.2602, -2.7097, 0.7814], [-3.9598, -2.2038, -1.7126], [-2.1916, -2.1052, -1.6316], [1.7707, 1.1700, -4.2595], [1.2497, 1.6898, -2.8586], [0.8772, 2.0438, -1.8253], [1.7296, -0.0483, -4.2017], [2.8996, 1.5898, -4.4047], [1.0325, 1.6167, -5.1135]],
  "atomic_forces_ev_per_a": [[1.872, -2.021, -0.331], [0.048, 0.036, 0.003], [-0.015, -0.016, -0.028], [0.055, 0.004, 0.016], [0.080, 0.053, 0.067], [-1.108, 0.246, -0.440], [0.049, 0.014, 0.055], [-0.247, 0.039, 0.098], [-0.090, 0.026, -0.094], [0.003, -0.049, 0.039], [0.016, 0.005, 0.093], [-0.021, 0.026, 0.020], [-0.020, -0.009, -0.072], [-0.054, -0.034, 0.070], [0.071, 0.035, -0.019], [-0.045, 0.051, -0.095], [0.148, -0.069, -0.172], [-0.003, 0.004, 0.010], [-0.038, -0.002, -0.014], [0.060, -0.006, -0.005], [-0.035, -0.003, 0.008], [0.043, -0.006, -0.016], [0.010, -0.010, -0.006], [-0.001, -0.003, -0.005], [-0.006, 0.005, -0.007], [-0.026, 0.007, 0.009], [0.037, -0.005, -0.010], [0.001, 0.006, 0.000], [-0.005, 0.019, -0.117], [0.022, -0.059, 0.072], [0.072, 0.004, 0.020], [-0.255, -0.228, 0.005], [-0.058, 0.248, 0.025], [0.076, -0.152, 0.005], [0.491, 0.595, 0.156], [0.284, 0.399, -0.101], [-0.593, -0.191, 0.012], [0.025, 0.189, 0.019], [-0.090, 0.018, -0.024], [0.084, -0.009, 0.004], [-0.038, -0.011, 0.029], [-0.142, -0.046, 0.028], [0.090, 0.055, -0.009], [0.011, -0.113, -0.021], [-0.058, 0.013, 0.014], [-0.016, 0.015, -0.112], [-0.020, 0.020, 0.053], [0.029, 0.142, -0.037], [-0.003, 0.038, -0.044], [0.170, 0.024, -0.015], [-0.010, -0.003, -0.003], [-0.007, -0.010, 0.000], [0.007, 0.002, 0.008], [0.004, 0.000, 0.013], [-0.010, 0.022, 0.056], [-0.018, 0.012, 0.000], [0.011, -0.028, 0.033], [-0.007, 0.008, -0.019], [0.003, 0.017, 0.034], [0.005, -0.009, 0.017], [-0.033, -0.020, 0.002], [0.010, -0.037, -0.022], [0.005, -0.102, 0.003], [0.014, -0.011, 0.002], [-0.038, -0.019, 0.037], [0.025, -0.044, 0.018], [-0.021, -0.004, -0.021], [-0.022, 0.004, -0.005], [0.022, -0.064, 0.401], [-0.381, 0.397, -0.474], [-0.142, -0.124, 0.158], [0.034, 0.060, -0.030], [0.032, -0.014, 0.023], [0.013, 0.009, 0.011], [-0.012, 0.000, 0.012], [0.002, -0.019, 0.010], [0.013, 0.002, -0.014], [0.008, -0.168, -0.039], [0.025, 0.032, -0.001], [-0.002, -0.010, 0.016], [0.000, 0.014, 0.000], [-0.009, 0.002, 0.013], [0.006, 0.073, 0.037], [-0.026, 0.004, -0.044], [0.000, -0.005, -0.012], [0.019, -0.002, 0.033], [-0.011, -0.007, -0.012], [-0.013, -0.009, -0.012], [-0.001, -0.009, 0.002], [0.011, -0.011, -0.001], [-0.010, 0.023, 0.016], [0.008, 0.002, -0.002], [-0.020, -0.031, -0.009], [-0.569, 0.983, 0.606], [0.106, -0.189, -0.185], [-0.100, 0.120, -0.219], [0.018, -0.069, 0.098], [0.005, -0.066, 0.016], [0.004, 0.067, -0.049], [-0.016, -0.025, 0.054], [0.024, 0.000, 0.040], [-0.012, 0.024, -0.006], [0.058, 0.012, -0.032], [0.002, -0.025, 0.018], [0.005, 0.023, 0.003], [-0.019, -0.004, 0.026], [0.020, -0.007, -0.017], [0.009, -0.016, -0.021], [0.009, 0.048, 0.000], [-0.032, 0.125, -0.013], [0.068, 0.094, -0.162], [0.129, -0.218, 0.358], [-0.006, 0.060, 0.006], [-0.027, -0.072, 0.056], [-0.019, -0.082, 0.051]],
  "mulliken_spin": [-0.011, -0.002, 0.002, -0.002, 0.014, -0.006, 0.011, -0.008, 0.003, -0.001, 0.010, 0.002, 0.002, 0.000, -0.023, 0.007, 0.019, 0.000, 0.000, -0.001, -0.006, -0.001, 0.000, 0.000, 0.000, 0.000, -0.003, 0.000, 0.000, 0.004, 0.002, -0.007, -0.004, 0.000, 0.000, 0.023, 0.000, -0.013, -0.056, 0.045, 0.000, -0.002, 0.007, 0.001, 0.000, 0.000, 0.000, 0.000, 0.000, 0.000, 0.000, 0.000, 0.000, 0.000, 0.000, 0.000, 0.001, 0.001, 0.000, 0.000, 0.000, 0.000, 0.000, 0.000, 0.000, 0.000, 0.000, 0.000, 0.686, -0.085, 0.407, -0.010, -0.004, 0.002, 0.003, 0.001, -0.003, -0.006, 0.000, 0.006, 0.003, 0.002, -0.007, 0.000, 0.000, 0.000, 0.000, -0.001, 0.002, 0.000, 0.000, 0.000, -0.002, -0.008, 0.005, 0.002, -0.001, 0.000, 0.000, 0.000, 0.000, 0.000, 0.002, 0.000, 0.000, 0.000, 0.000, 0.000, 0.000, 0.001, -0.005, 0.005, 0.000, 0.000, 0.000]
}

=====

{
  "formula": "C12H14Cl12NO3P",
  "method": "wB97M-V/def2-TZVPD",
  "smiles": "[H]/N=C\\CC1=C(P(C)C)C(=O)OC1=O.ClC(Cl)Cl.ClC(Cl)Cl.ClC(Cl)Cl.ClC(Cl)Cl",
  "spin_multiplicity": 1,
  "homo_energy_ev": -8.49,
  "gap_ev": 6.60,
  "elements": ["H", "N", "C", "C", "C", "C", "P", "C", "C", "C", "O", "O", "C", "O", "H", "H", "H", "H", "H", "H", "H", "H", "H", "Cl", "C", "Cl", "Cl", "H", "Cl", "C", "Cl", "Cl", "H", "Cl", "C", "Cl", "Cl", "H", "Cl", "C", "Cl", "Cl", "H"],
  "positions_angstrom": [[-3.4816, 2.0006, 2.1168], [-2.7875, 2.5034, 2.7207], [-1.6456, 2.7401, 1.9927], [-1.6390, 2.1521, 0.4278], [-1.7303, 0.5155, 0.4595], [-0.6408, -0.4973, 0.4198], [1.2477, -0.2304, 0.3258], [2.0423, 0.0876, 2.0328], [1.7542, 1.0625, -0.9854], [-1.4908, -1.8992, 0.5027], [-0.8344, -3.0839, 0.3627], [-2.9217, -1.6941, 0.7784], [-3.1697, -0.2676, 0.5080], [-4.3342, 0.3465, 0.2845], [-0.7128, 3.3308, 2.4423], [-2.6250, 2.5502, -0.0812], [-0.6705, 2.5639, -0.1050], [2.8384, -0.7849, 2.2065], [2.6192, 1.1122, 2.0294], [1.3062, 0.0309, 2.9443], [1.3590, 2.1490, -0.7924], [1.2776, 0.7061, -2.0186], [2.9241, 0.9982, -1.1492], [-1.2498, -4.8214, -3.6577], [-2.3786, -4.7860, -2.2923], [-3.7616, -3.7396, -2.6555], [-2.9253, -6.4239, -1.8945], [-1.8560, -4.3770, -1.4239], [4.5109, 5.2666, 0.2214], [3.8695, 4.5054, 1.6874], [2.1830, 4.0175, 1.4480], [4.8609, 3.1114, 2.1492], [3.9045, 5.2369, 2.4988], [7.1497, 4.5328, -2.5978], [8.0885, 3.7191, -1.3344], [9.6284, 4.5542, -1.0684], [7.1598, 3.6318, 0.1720], [8.3024, 2.7000, -1.6667], [-6.0781, -5.7040, -2.2303], [-7.2642, -6.6427, -1.3074], [-8.7217, -6.9259, -2.2742], [-6.5624, -8.1802, -0.7750], [-7.5449, -6.0673, -0.4216]],
  "atomic_forces_ev_per_a": [[0.786, 0.456, 0.445], [4.703, 1.119, -2.934], [-3.945, -1.543, 0.995], [-0.014, -0.099, 0.758], [2.119, -2.389, -0.244], [-5.560, 3.137, 0.856], [0.414, -1.865, -0.713], [0.705, 0.165, 1.226], [-0.789, 0.813, -1.099], [4.996, -4.348, -0.419], [-5.528, 7.619, 1.035], [2.188, 2.249, -1.668], [-3.173, 3.622, -1.208], [7.400, -4.776, 1.823], [-2.252, -1.458, -0.981], [2.130, -0.783, 0.939], [-2.083, -1.217, 0.833], [-1.799, 1.963, -0.557], [-1.246, -1.971, 0.108], [1.281, 0.314, -1.888], [1.180, -1.925, -0.437], [0.945, 0.627, 2.337], [-2.476, 0.240, 0.693], [-0.104, 0.035, 0.152], [0.139, -0.110, 0.158], [0.353, 0.181, -0.011], [0.344, 0.188, -0.010], [-0.166, -0.113, -0.243], [-0.558, 0.121, 0.319], [0.160, 0.249, -0.110], [0.077, 0.053, 0.079], [-0.308, 0.090, 0.197], [-0.032, -0.279, -0.272], [0.069, -0.111, 0.108], [0.106, -0.076, 0.091], [-0.157, -0.135, -0.065], [0.683, -0.277, -0.442], [-0.076, 0.370, 0.101], [-0.651, -0.235, 0.294], [0.026, 0.131, -0.075], [0.083, 0.026, 0.145], [-0.066, 0.160, -0.004], [0.097, -0.218, -0.312]],
  "lowdin_charge": [0.026, 0.050, -0.155, -0.109, -0.065, -0.210, 0.875, -0.328, -0.345, -0.210, -0.021, 0.047, -0.195, 0.023, 0.105, 0.131, 0.092, 0.058, -0.007, 0.058, 0.000, 0.067, 0.067, 0.520, -1.515, 0.491, 0.504, -0.015, 0.506, -1.495, 0.526, 0.507, 0.025, 0.514, -1.519, 0.520, 0.464, 0.020, 0.474, -1.525, 0.512, 0.512, 0.019]
}

=====

no.,energy (Ha),F_max (eV/A)
1,-3947.46657,2.77
2,-6609.50599,9.47